ORCA calculation (wB97M-V/def2-TZVPD) on 2 unconnected molecules or ions with the total composition C28H29O10 at a distorted geometry.

CARTESIAN COORDINATES (ANGSTROEM)
1 H -7.53 -4.56 2.58
2 C -3.99 -3.90 0.59
3 H -0.14 3.82 -7.25
4 H 1.30 4.33 0.90
5 H -0.05 -4.67 2.55
6 C 2.70 1.83 1.50
7 C 2.49 -3.80 2.52
8 H -2.64 -0.42 1.67
9 C 0.74 1.38 -1.75
10 H 4.55 5.94 1.24
11 H 2.24 -4.87 2.54
12 C 0.47 -2.94 -0.35
13 C 0.01 3.90 -6.17
14 O -0.26 -0.12 1.89
15 C 1.36 1.09 -0.48
16 C 3.41 4.14 1.31
17 H 0.39 3.42 -1.18
18 C -0.01 -3.58 2.55
19 O 0.40 2.58 -5.72
20 H 1.31 0.10 -0.05
21 C -2.47 -2.02 0.26
22 C -4.69 -3.15 1.58
23 C -1.35 -1.30 -0.48
24 H 5.53 4.52 1.63
25 H -0.93 4.24 -5.69
26 H 0.04 4.24 -3.49
27 C -2.90 -3.31 -0.08
28 O 1.38 -1.69 1.99
29 H 0.39 0.14 -4.92
30 C -0.05 -1.65 0.07
31 C 1.28 -3.12 1.89
32 H 2.63 -3.40 3.53
33 C 0.21 3.17 -3.32
34 O 1.36 -3.51 0.50
35 C -4.15 -1.91 1.99
36 C 4.57 5.00 1.81
37 O 3.32 2.92 2.08
38 O 0.14 -3.51 -1.38
39 H 0.00 -3.23 3.59
40 H 3.36 -3.63 1.89
41 C 0.33 2.24 -4.40
42 C 2.23 1.99 0.10
43 H -1.32 -1.60 -1.54
44 C -6.65 -4.64 1.93
45 C 2.11 4.92 1.37
46 C 0.50 0.44 -2.78
47 O 3.43 2.65 -1.89
48 O 2.62 0.80 2.11
49 H 1.85 5.13 2.42
50 C -3.07 -1.37 1.33
51 H 0.51 -0.62 -2.53
52 H 2.24 5.87 0.85
53 O -5.84 -3.50 2.24
54 H 4.46 5.22 2.88
55 C 0.27 -1.10 1.40
56 H -0.91 -3.18 2.06
57 H 0.81 4.63 -5.97
58 H -6.10 -5.57 2.18
59 H -1.46 -0.22 -0.34
60 H -6.96 -4.63 0.87
61 O 3.80 3.84 -0.07
62 H -2.34 -3.85 -0.85
63 C 0.43 2.73 -2.03
64 C 3.15 2.83 -0.72
65 C 0.38 0.85 -4.09
66 H -4.62 -1.38 2.82
67 H -4.28 -4.93 0.33

Properties
HOMO-LUMO gap: 5.9 eV
total charge: -1
energy: -49982.3163 eV